[1]
The following is a DFT calculation (ωB97M-V/def2-TZVPD) of a single C9H19N3O4 molecule at a distorted geometry.

HOMO energy	-9.34	eV
energy above the lowest of the compared OMol25 structures with the same formula, charge and spin	3.046	eV
SMILES string	NCCCC[C@H](NC(=O)[C@@H](N)CO)C(=O)O
max |F|	6.05	eV/A
2S+1	1
E_LUMO	0.42	eV
total charge	0

Structure (XYZ):
```
35
Properties=species:S:1:pos:R:3:mulliken_charge:R:1
N 3.1101 2.1683 -0.3265 -0.72
C 2.7704 0.6690 -0.5808 0.01
C 3.1703 -0.3246 0.4461 -0.54
C 2.2018 -1.4369 1.0415 -1.03
C 0.9493 -1.9930 0.3483 -0.87
C -0.3586 -1.2847 -0.0187 0.27
N -1.1848 -0.7946 1.1544 0.06
C -2.2380 -0.0291 1.0538 0.07
O -3.2025 -0.1079 1.7851 -0.69
C -2.2851 0.9453 -0.1544 0.78
N -3.5688 1.3036 -0.6923 -0.77
C -1.5215 2.2491 0.2627 -1.02
O -0.9974 3.1018 -0.7409 -0.54
C -1.1733 -2.2694 -0.8873 0.56
O -0.7398 -3.1718 -1.4958 -0.52
O -2.4986 -1.9105 -0.7845 -0.41
H 2.6706 2.7607 -1.0424 0.24
H 4.1136 2.3117 -0.3575 0.22
H 1.7595 0.9028 -0.8278 0.02
H 3.1496 0.3284 -1.6728 0.14
H 3.9401 -0.9475 0.1366 0.42
H 3.4629 0.1367 1.3697 0.33
H 2.8536 -2.2950 1.2106 0.37
H 2.1303 -1.0053 2.0926 0.33
H 1.3091 -2.2524 -0.6977 0.33
H 0.7537 -3.0666 0.6892 0.46
H 0.0366 -0.4888 -0.5495 -0.15
H -1.1476 -1.5512 1.9519 0.34
H -1.6362 0.6516 -1.0337 0.26
H -4.0769 0.4130 -0.9187 0.29
H -4.1867 1.4388 0.0530 0.30
H -2.1283 2.7617 1.0485 0.34
H -0.5784 2.1546 0.7275 0.43
H -1.7710 3.1957 -1.3291 0.35
H -3.0879 -2.5636 -1.2611 0.36
```


[2]
The following is a DFT calculation (ωB97M-V/def2-TZVPD) of a gas-phase ion, C9H19N4O (charge +1) at a distorted geometry.

HOMO energy	-12.07	eV
energy above the lowest of the compared OMol25 structures with the same formula, charge and spin	2.451	eV
SMILES string	[NH2+]=C(O)N1CCCN1N1CCCCC1
max |F|	4.52	eV/A
2S+1	1
E_LUMO	-2.59	eV
total charge	+1

Structure (XYZ):
```
33
Properties=species:S:1:pos:R:3:mulliken_charge:R:1
N 0.3161 0.4402 3.9357 -0.33
C -0.1377 0.7995 2.7129 0.76
O -0.4720 2.0873 2.5132 -0.46
N -0.2589 -0.1739 1.7814 0.15
C 0.1130 -1.6164 2.0872 -0.80
C -0.1920 -2.4086 0.8590 -0.80
C -1.1281 -1.5227 0.0925 -0.66
N -0.7723 -0.1290 0.4436 -0.15
N -0.0554 0.7946 -0.2508 0.08
C 1.3117 0.3210 -0.7965 -0.94
C 1.3268 -0.1294 -2.2639 -0.46
C 0.4193 0.7047 -3.1275 -0.70
C -0.9002 1.0416 -2.5665 -0.51
C -0.6532 1.7437 -1.2491 -0.76
H 0.5095 -0.5170 4.1519 0.18
H 0.2731 1.1382 4.7301 0.29
H -1.0379 2.1919 1.7491 0.36
H -0.5799 -1.7950 2.9418 0.47
H 1.1200 -1.4844 2.4987 0.44
H 0.6822 -2.8177 0.4081 0.36
H -0.4906 -3.3652 1.2287 0.48
H -1.0635 -1.6405 -0.9556 0.26
H -2.1773 -1.7158 0.3529 0.36
H 1.5137 -0.5476 -0.1955 0.39
H 1.8856 1.2460 -0.7375 0.45
H 1.0303 -1.2411 -2.2358 0.19
H 2.4053 -0.2421 -2.6172 0.38
H 1.0564 1.6036 -3.4083 0.30
H 0.3254 0.2784 -4.1844 0.34
H -1.2647 1.8334 -3.1723 0.34
H -1.5350 0.1927 -2.5049 0.26
H 0.0407 2.5759 -1.3295 0.43
H -1.6101 2.3538 -0.8913 0.30
```


[3]
The following is a DFT calculation (ωB97M-V/def2-TZVPD) of a gas-phase ion, C9H19N4O2 (charge +1) at a distorted geometry.

HOMO energy	-11.17	eV
energy above the lowest of the compared OMol25 structures with the same formula, charge and spin	3.066	eV
SMILES string	C/[NH+]=C/C/C=C(\NC(C)=[N+]([O-])[O-])[NH+](C)C
max |F|	5.90	eV/A
2S+1	1
E_LUMO	-2.69	eV
total charge	+1

Structure (XYZ):
```
34
Properties=species:S:1:pos:R:3:mulliken_charge:R:1
C -4.0840 -1.0641 0.7451 -0.79
N -3.0979 0.0428 0.7417 0.01
C -2.1618 -0.0657 -0.1159 -0.56
C -1.5211 1.2234 -0.6442 -0.89
C -0.0483 1.3860 -0.9903 -0.93
C 0.9791 0.5575 -0.7111 0.86
N 0.9900 -0.5841 0.0053 -0.09
C -0.1372 -0.9286 0.8817 0.00
C -0.1107 -2.4327 1.0807 -1.28
N -0.3548 0.0003 1.8854 1.07
O -1.3008 -0.2007 2.6667 -0.71
O 0.2694 1.0751 1.8584 -0.66
N 2.3805 1.0446 -1.1400 -0.09
C 3.2911 1.0482 0.0294 -1.11
C 2.9865 0.3420 -2.3267 -0.87
H -3.7123 -1.8427 1.5787 0.26
H -5.0548 -0.6280 1.0433 0.35
H -4.0897 -1.4264 -0.2763 0.30
H -3.1167 0.6072 1.5817 0.39
H -1.9900 -0.8039 -0.9264 0.40
H -1.6667 1.9135 0.3205 0.34
H -2.0957 1.7113 -1.4127 0.53
H 0.1202 2.3878 -1.3324 0.32
H 1.8962 -0.8639 0.2558 0.33
H -1.0300 -2.7579 0.6022 0.27
H -0.0876 -2.7438 2.2316 0.25
H 0.7833 -2.7799 0.6444 0.42
H 2.2229 2.0468 -1.3564 0.45
H 4.0977 1.7211 -0.1964 0.40
H 2.6454 1.3046 0.7688 0.50
H 3.7771 0.0848 0.1292 0.43
H 2.3636 0.5548 -3.1485 0.36
H 3.9833 0.7141 -2.4103 0.39
H 2.8737 -0.6436 -2.0630 0.38
```


[4]
The following is a DFT calculation (ωB97M-V/def2-TZVPD) of a gas-phase ion, C9H19N4O2 (charge +1) at a distorted geometry.

HOMO energy (alpha / beta)	-11.20 / -11.21	eV
energy above the lowest of the compared OMol25 structures with the same formula, charge and spin	0.000	eV
max |F|	4.47	eV/A
2S+1	1
E_LUMO (alpha / beta)	-3.35 / -3.78	eV
total charge	+1

Structure (XYZ):
```
34
Properties=species:S:1:pos:R:3:mulliken_charge:R:1
C -2.7068 0.6982 -0.7078 0.42
C 0.2349 -0.8153 0.5473 0.60
C -3.4517 -0.5180 -1.2826 -0.46
C -3.9313 -0.4898 0.8983 -0.42
C -1.8080 0.4866 0.4194 -0.19
C 2.7881 1.8305 -0.2004 -1.43
C 3.4340 -0.3825 0.6883 -1.69
C 2.4429 -0.4715 -1.5306 -1.43
C 2.4282 0.3173 -0.1362 1.13
N 0.7611 -2.0384 0.3047 -0.35
N -1.5072 1.6102 1.1993 -0.41
N 1.0013 0.2345 0.4385 -0.16
N -1.0933 -0.7148 0.6207 -0.07
O -3.0974 1.8142 -1.0015 -0.65
O -3.6726 -1.3316 -0.1203 -0.42
H -4.3871 -0.1467 -1.6375 0.36
H -2.8942 -0.9800 -2.1492 0.33
H -4.1500 -0.8772 1.8058 0.37
H -4.5690 0.3828 0.7388 0.33
H 2.8868 2.1392 0.9801 0.31
H 3.6733 2.1162 -0.8405 0.39
H 1.9550 2.3574 -0.7022 0.53
H 3.8324 -1.3928 0.1816 0.39
H 3.0656 -0.4655 1.7313 0.33
H 4.3496 0.0976 0.7136 0.48
H 1.3723 -0.3467 -1.9903 0.19
H 3.1745 0.1316 -2.0939 0.44
H 2.6512 -1.5103 -1.4766 0.47
H 1.7335 -2.1243 0.2658 0.17
H 0.1546 -2.9387 0.4515 0.26
H -1.9577 2.3156 0.6989 0.23
H -1.5723 1.4927 2.1814 0.24
H 0.4816 1.1163 0.2996 0.37
H -1.6221 -1.5968 0.7045 0.29
```


[5]
The following is a DFT calculation (ωB97M-V/def2-TZVPD) of a single C9H19NO3S molecule at a distorted geometry.

HOMO energy (alpha / beta)	-9.55 / -9.55	eV
energy above the lowest of the compared OMol25 structures with the same formula, charge and spin	2.147	eV
SMILES string	C=[N+]([O-])S(=O)(=O)CCCCCCCC
max |F|	4.33	eV/A
2S+1	1
E_LUMO (alpha / beta)	0.06 / 0.06	eV
total charge	0

Structure (XYZ):
```
33
Properties=species:S:1:pos:R:3:mulliken_charge:R:1
C -5.7685 -1.3083 -0.7877 -0.39
N -4.4763 -1.2338 -0.3717 0.45
O -3.6312 -2.1538 -0.2261 -0.63
S -4.0065 0.4331 0.3440 0.96
O -3.9403 1.3223 -0.7966 -0.57
O -4.8996 0.8417 1.4092 -0.58
C -2.3512 0.1187 0.8724 -0.80
C -1.4704 1.3811 0.7788 -0.91
C -0.5343 1.2098 -0.4497 -0.77
C 0.5953 0.2193 0.0023 -0.45
C 1.8968 0.4469 -0.6272 -0.59
C 2.9468 -0.3685 0.0357 -0.65
C 4.3309 -0.1385 -0.5703 -0.20
C 5.3780 -0.7579 0.2898 -1.23
H -6.3704 -0.4533 -0.5811 0.26
H -6.0384 -2.2969 -1.2649 0.27
H -2.4711 -0.2107 1.9151 0.40
H -1.9706 -0.7916 0.2089 0.41
H -0.8071 1.6151 1.6013 0.54
H -2.1122 2.2183 0.7345 0.51
H -0.3075 2.2317 -0.7313 0.43
H -1.2862 0.7009 -1.1381 0.35
H 0.2837 -0.7936 -0.3010 0.24
H 0.7776 0.1974 1.1058 0.33
H 1.9720 0.2543 -1.7549 0.23
H 2.3194 1.3974 -0.3657 0.36
H 2.9078 -0.1336 1.1255 0.32
H 2.8484 -1.5113 -0.1678 0.22
H 4.4743 -0.5623 -1.6268 0.25
H 4.5942 0.9372 -0.6413 0.31
H 5.2972 -0.4520 1.3722 0.30
H 5.3785 -1.9305 0.4855 0.27
H 6.4408 -0.4285 0.1212 0.35
```


[6]
The following is a DFT calculation (ωB97M-V/def2-TZVPD) of a single C9H19P molecule at a distorted geometry.

HOMO energy	-8.46	eV
energy above the lowest of the compared OMol25 structures with the same formula, charge and spin	0.000	eV
SMILES string	CC(C)=C(C)[C@@H](C)P(C)C
max |F|	5.04	eV/A
2S+1	1
E_LUMO	0.96	eV
total charge	0

Structure (XYZ):
```
29
Properties=species:S:1:pos:R:3:mulliken_charge:R:1
C 1.2892 1.8530 1.1253 -1.62
C 0.8472 0.4516 1.5539 1.30
C 1.0339 0.2804 2.9932 -1.71
C 0.4188 -0.5262 0.8118 0.28
C 0.0648 -1.8959 1.2087 -1.84
C 0.2151 -0.3069 -0.9208 0.21
C 1.0496 -1.2482 -1.8143 -2.02
P -1.5855 -0.6632 -1.1785 0.08
C -1.4940 -0.3846 -3.0251 -1.40
C -2.1151 0.9908 -0.4839 -0.60
H 1.9076 2.3474 1.8875 0.49
H 1.9367 1.6691 0.2811 0.34
H 0.4915 2.5109 0.9280 0.33
H 0.3278 -0.4190 3.3841 0.41
H 0.9829 1.2490 3.3886 0.51
H 2.1389 -0.0003 3.3743 0.22
H -0.7292 -2.1969 0.5517 0.41
H 0.8842 -2.5191 1.0071 0.28
H -0.2441 -2.0212 2.2384 0.44
H 0.4688 0.7740 -1.1109 0.59
H 1.9374 -1.2948 -1.2182 0.52
H 0.5672 -2.2371 -1.8061 0.34
H 1.1466 -0.7716 -2.7336 0.55
H -0.8410 -1.1481 -3.4514 0.36
H -0.9592 0.4325 -3.2483 0.52
H -2.3913 -0.5423 -3.5560 0.42
H -1.2754 1.3838 0.0248 -0.12
H -2.8085 0.8262 0.3166 0.34
H -2.5761 1.6191 -1.2408 0.37
```


[7]
The following is a DFT calculation (ωB97M-V/def2-TZVPD) of a molecular structure, C9H20BeO5 at a distorted geometry.

HOMO energy (alpha / beta)	-6.01 / -4.62	eV
max |F|	6.15	eV/A
2S+1	1
E_LUMO (alpha / beta)	0.61 / -0.22	eV
total charge	0

Structure (XYZ):
```
35
Properties=species:S:1:pos:R:3:mulliken_charge:R:1
O -0.8315 1.6975 -0.9931 -0.27
C -0.2552 2.9733 -0.7904 -0.79
C 1.1048 2.9475 -0.1273 -0.37
O 2.0468 2.3689 -0.9901 -0.32
C 3.2956 2.1555 -0.3846 -0.69
H -0.9320 3.6007 -0.1861 0.41
H -0.1675 3.4292 -1.7854 0.31
H 1.0625 2.3840 0.8243 0.24
H 1.3891 3.9872 0.1215 0.50
H 3.9635 1.7207 -1.1379 0.21
H 3.7294 3.1029 -0.0199 0.32
H 3.2113 1.4572 0.4672 0.23
O 0.4551 -0.4924 0.1186 -0.87
C -0.6259 -0.1034 0.6069 0.38
C -1.3867 1.0979 0.1340 -0.67
O -1.5097 -0.8996 -1.0453 -0.30
C -1.8037 -2.0814 -0.3364 -0.58
C -0.5955 -2.8406 0.1894 -0.41
O 0.0946 -2.1707 1.2339 0.12
C -0.4420 -2.3715 2.5302 -0.93
Be 1.5106 -1.3103 0.7045 0.01
H -0.9692 -0.4945 1.5801 0.21
H -1.4866 1.7830 0.9960 0.39
H -2.4078 0.7432 -0.0868 0.38
H -2.3677 -2.7658 -0.9928 0.41
H -2.4410 -1.7735 0.5046 0.31
H 0.1479 -2.9935 -0.6051 0.30
H -0.9225 -3.8346 0.5340 0.45
H 0.2065 -1.8397 3.2377 0.32
H -1.4569 -1.9542 2.6046 0.39
H -0.4561 -3.4431 2.7804 0.23
C -0.4496 -1.0090 -2.1468 -0.78
H 0.5993 -0.6773 -2.1171 0.20
H -0.4371 -2.0480 -2.5116 0.39
H -0.8728 -0.3457 -2.9112 0.27
```


Calculated electronic energy (Eh), listed in the same order as above: -819.4749, -648.2512, -723.3540, -723.4666, -1032.8020, -695.5760, -745.5684